Record 1
C8H11NO2S2 | ωB97M-V with the def2-TZVPD basis set

```
! wB97M-V def2-TZVPD RIJCOSX def2/J DEFGRID3
* xyz 0 3
C 0.8916 -2.3067 -0.4901
C 2.0343 -1.9241 0.1272
C -0.0931 -0.6635 0.4706
C 2.5401 0.8752 -0.1504
C 1.9978 2.1608 0.1056
C -3.4179 -1.3437 0.0992
C 1.2045 2.8276 -0.7042
C -1.0664 0.0553 1.0264
N -0.2308 -1.6263 -0.4381
O -3.4730 1.1596 0.9643
O -2.3840 0.8099 -1.1080
S 1.8215 -0.4849 1.0322
S -2.6346 0.3134 0.1902
H 0.9261 -3.2213 -1.1870
H 2.8375 -2.5028 0.3595
H 3.6354 0.6128 0.1513
H 2.5426 0.3826 -1.1489
H 2.3965 2.7258 0.9942
H -2.4560 -1.8442 -0.0408
H -4.0816 -1.8613 0.7408
H -3.9086 -1.1384 -0.8796
H 0.9439 3.8741 -0.4795
H 0.7673 2.4055 -1.5215
H -0.7930 0.7144 1.8866
*
```

Computed properties:
ΔE to the lowest compared entry with this formula, charge and spin = 0.400 eV
⟨S²⟩ = 2.0196
Gap between HOMO and LUMO (spin up / spin down) = 5.538 / 7.206 eV

***

Record 2
C4H6O2 | ωB97M-V with the def2-TZVPD basis set

```
! wB97M-V def2-TZVPD RIJCOSX def2/J DEFGRID3
* xyz 0 1
C 1.6531 0.4837 -0.4091
C 0.2661 0.7113 0.0106
O -0.3007 1.7743 -0.1527
C -0.4021 -0.5313 0.5050
C -1.8392 -0.5861 0.0954
O -2.4704 -1.6121 0.0397
H 1.0825 0.3761 -1.4080
H 2.1111 -0.4909 -0.2329
H 2.3330 1.3014 -0.1133
H 0.1192 -1.4676 0.2662
H -0.2999 -0.3608 1.5812
H -2.2528 0.4021 -0.1822
*
```

Computed properties:
ΔE to the lowest compared entry with this formula, charge and spin = 1.761 eV
SMILES string = CC(=O)CC=O
Gap between HOMO and LUMO = 10.302 eV

***

Record 3
C5H13NO3 | ωB97M-V with the def2-TZVPD basis set

```
! wB97M-V def2-TZVPD RIJCOSX def2/J DEFGRID3
* xyz 0 1
C -1.9125 -0.3231 1.5066
C -1.4600 -2.2715 -0.4128
O -0.8193 -1.3482 0.4349
O -1.5807 0.8487 1.2173
H -0.1553 -0.4216 -0.0081
H -1.5623 -0.7794 2.4513
H -2.8999 -0.7067 1.1883
H -0.7262 -2.7635 -1.0528
H -2.2229 -1.7829 -1.0328
H -1.9567 -3.0313 0.1962
C -0.0311 1.6370 -1.2070
N 0.7282 0.5682 -0.5384
C 1.4816 1.0245 0.5875
C 2.7261 0.6747 0.8635
O 1.5055 -0.1400 -1.4848
H 2.1838 0.4618 -1.8339
H 0.8618 1.6166 1.2450
H 0.6265 2.4406 -1.5507
H -0.5498 1.1930 -2.0539
H -0.7520 2.0216 -0.4905
H 3.3258 0.0735 0.1987
H 3.1894 1.0081 1.7764
*
```

Computed properties:
ΔE to the lowest compared entry with this formula, charge and spin = 5.258 eV
Gap between HOMO and LUMO = 9.073 eV